[1]
Here is a cluster of 5 separate species, C17H19Cl3N3 in total in a non-equilibrium geometry from the OMol25 dataset. Energies are from ωB97M-V with the def2-TZVPD basis set.

The geometry in XYZ format:
```
42
Properties=species:S:1:pos:R:3
Cl 16.2208 -21.5034 15.4377
Cl 11.8051 -20.2351 17.2919
C 13.1343 -19.9490 16.0811
C 13.3745 -18.4705 15.9374
Cl 13.8943 -17.7357 17.4713
H 12.8550 -20.4044 15.1350
H 13.9974 -20.4802 16.4750
H 12.5450 -17.9208 15.4929
H 14.1986 -18.2780 15.2470
N 15.7290 -25.5850 16.0573
C 15.3002 -26.8448 16.1552
C 14.3825 -27.3007 17.1037
C 13.9178 -26.4059 18.0489
C 14.3266 -25.0868 17.9317
C 15.1797 -24.7142 16.9172
H 15.6868 -27.5831 15.4620
H 14.0505 -28.3275 17.0134
H 13.1499 -26.6686 18.7671
H 13.9732 -24.3524 18.6450
H 15.4986 -23.6756 16.8733
N 17.8692 -21.9344 11.7331
C 17.3670 -20.7057 11.9445
C 17.7739 -19.5737 11.2457
C 18.7665 -19.7117 10.2769
C 19.2952 -20.9610 10.0462
C 18.7785 -22.0244 10.7636
H 16.6189 -20.5923 12.7223
H 17.3077 -18.6168 11.4338
H 19.1415 -18.8526 9.7322
H 20.0446 -21.0835 9.2745
H 19.0967 -23.0429 10.5599
N 20.1139 -22.3277 13.8779
C 21.3397 -22.5346 13.3868
C 22.4062 -21.6776 13.6202
C 22.2255 -20.5403 14.3834
C 20.9333 -20.2478 14.7976
C 19.9328 -21.1972 14.5525
H 21.4467 -23.3589 12.6919
H 23.3918 -21.9902 13.2919
H 23.0607 -19.8793 14.5814
H 20.6402 -19.3970 15.3965
H 18.9707 -20.9475 14.9959
```

Calculated values
Strongest force on any atom ... 1.11 eV Å⁻¹
HOMO-LUMO gap ... 7.43 eV
Net charge ... -1
Energy above the lowest of the compared OMol25 structures with the same formula, charge and spin ... 46.8 kJ/mol

Here are the natural (NBO) charges for atoms 1 to 4, given in e: Cl -0.964; Cl -0.131; C -0.372; C -0.391

[2]
Here is a structure of composition C17H19CsN4OS from the OMol25 dataset. Energies are from ωB97M-V with the def2-TZVPD basis set.

The geometry in XYZ format:
```
43
Properties=species:S:1:pos:R:3
Cs -0.4064 -0.5692 0.1224
N -0.8670 5.0476 0.0412
C -1.0463 3.6513 -0.0807
S 0.4281 2.7601 -0.3097
N -2.2913 3.3077 0.0228
N -2.6080 1.9443 -0.0060
C -3.8809 1.8013 0.0183
C -4.6901 0.5779 0.0109
C -6.0694 0.7868 0.1143
C -7.0045 -0.2342 0.1294
C -6.5284 -1.5482 0.0333
C -5.1825 -1.8016 -0.0752
C -4.1870 -0.7652 -0.0952
O -2.9586 -1.0621 -0.1982
H -0.0439 5.3562 -0.4507
H -1.7128 5.5423 -0.2082
H -4.4686 2.7261 0.0577
H -6.4128 1.8160 0.1882
H -8.0630 -0.0200 0.2134
H -7.2302 -2.3785 0.0436
H -4.8066 -2.8160 -0.1514
C 3.4995 -0.2121 -1.1872
N 3.0515 -0.4213 0.1691
C 3.3550 0.7266 0.9920
C 3.5733 -1.6528 0.7532
C 3.1159 -2.9099 0.0390
C 4.0545 -3.5929 -0.7361
C 3.6988 -4.7492 -1.4234
C 2.3883 -5.1964 -1.3150
C 1.4741 -4.4878 -0.5336
C 1.7682 -3.3156 0.1924
H 4.5989 -0.0702 -1.2431
H 3.0196 0.6791 -1.5972
H 3.2379 -1.0718 -1.8035
H 4.4477 0.9074 1.0643
H 2.9724 0.5689 2.0022
H 2.8788 1.6230 0.5929
H 3.2100 -1.6901 1.7830
H 4.6840 -1.6070 0.7901
H 5.0754 -3.2188 -0.8078
H 4.4252 -5.2830 -2.0284
H 2.0796 -6.0976 -1.8416
H 0.4623 -4.8961 -0.4840
```

Calculated values
Strongest force on any atom ... 0.74 eV Å⁻¹
HOMO-LUMO gap ... 5.35 eV
Net charge ... -2

Here are the Mulliken charges for atoms 1 to 4, given in e: Cs 0.968; N -0.547; C 0.229; S -0.567

[3]
Here is a structure of composition C17H19IrNOSSe2SiTe2 in a non-equilibrium geometry from the OMol25 dataset. Energies are from ωB97M-V with the def2-TZVPD basis set.

The geometry in XYZ format:
```
45
Properties=species:S:1:pos:R:3
Ir -0.3812 -3.2453 0.3606
Se 1.2321 -4.8836 -0.0237
Te 3.0720 -3.8303 1.3245
Te 1.6689 -3.5845 3.6483
Se -0.5964 -3.1938 2.6659
S -1.9252 -4.7514 -0.2450
C -3.2842 -3.8543 0.2225
N -4.1838 -3.2173 0.5564
C 1.1566 0.1203 -3.0075
C 1.6034 0.5669 -1.6110
C 2.9430 -0.1063 -1.2854
C 1.7861 2.0841 -1.5883
Si 0.2867 0.0354 -0.3595
O 0.3127 -1.6416 -0.3765
C 0.6380 0.6083 1.3818
C -0.1958 1.5008 2.0550
C 0.0619 1.8733 3.3636
C 1.1588 1.3497 4.0318
C 1.9939 0.4518 3.3850
C 1.7321 0.0849 2.0774
C -1.4382 0.5829 -0.8681
C -1.7892 1.9319 -0.9483
C -3.0705 2.3241 -1.2946
C -4.0403 1.3699 -1.5652
C -3.7178 0.0252 -1.4919
C -2.4288 -0.3544 -1.1520
H 1.9119 0.3971 -3.7463
H 0.2142 0.5865 -3.3003
H 1.0255 -0.9604 -3.0565
H 3.6703 0.1354 -2.0633
H 2.8495 -1.1922 -1.2404
H 3.3539 0.2406 -0.3368
H 2.6149 2.3625 -2.2440
H 2.0166 2.4535 -0.5882
H 0.8990 2.6062 -1.9510
H -1.0680 1.9062 1.5609
H -0.5991 2.5669 3.8655
H 1.3579 1.6355 5.0558
H 2.8483 0.0372 3.9013
H 2.3953 -0.6251 1.5913
H -1.0540 2.6986 -0.7337
H -3.3162 3.3762 -1.3484
H -5.0440 1.6748 -1.8276
H -4.4659 -0.7306 -1.6880
H -2.2052 -1.4157 -1.1062
```

Calculated values
Spin multiplicity ... 2
Strongest force on any atom ... 1.47 eV Å⁻¹
Expectation value of S² ... 0.76
HOMO-LUMO gap (spin up / spin down) ... 5.49 / 5.64 eV
Energy above the lowest of the compared OMol25 structures with the same formula, charge and spin ... 13.1 kJ/mol

Here are the natural (NBO) charges for atoms 1 to 4, given in e: Ir 0.730; Se -0.100; Te 0.131; Te 0.106